Entry 1:
ORCA calculation (the ωB97M-V functional and the def2-TZVPD basis) on one molecule with the formula C4H8O2.

```
14
Properties=species:S:1:pos:R:3:forces:R:3
C -1.279 -1.091 -0.034 -0.03 -0.04 -0.06
C -0.176 -0.283 0.606 0.10 -0.19 0.07
C 1.157 -0.471 0.204 -0.07 -0.10 0.13
O 1.252 1.109 -0.895 -0.08 -0.01 -0.31
C -0.123 1.369 -0.223 -0.20 0.26 -0.02
O -1.048 1.557 -0.998 0.31 -0.06 0.20
H -2.134 -0.439 -0.249 0.10 -0.12 0.04
H -1.607 -1.917 0.606 0.06 0.13 -0.09
H -0.951 -1.512 -0.991 -0.06 0.05 0.13
H -0.327 -0.026 1.654 0.03 0.01 -0.15
H 1.987 -0.181 0.841 -0.13 0.00 -0.10
H 1.418 -1.163 -0.593 -0.06 0.09 0.10
H 0.991 0.873 -1.802 0.10 0.08 0.15
H 0.130 2.040 0.615 -0.06 -0.10 -0.11
```
Positions in Å, forces in eV/Å.

The value obtained for the HOMO-LUMO gap is 8.81 eV. The LUMO energy comes out at 0.274 eV.

These are the Löwdin partial charges, in e, on atoms 1 to 8: number 1, C, carries -0.08; number 2, C, carries -0.30; number 3, C, carries 0.06; number 4, O, carries -0.07; number 5, C, carries -0.45; number 6, O, carries 0.00; number 7, H, carries 0.08; number 8, H, carries 0.08

=====

Entry 2:
ORCA calculation (the ωB97M-V functional and the def2-TZVPD basis) on C5H6N3O2S as an isolated structure in a non-equilibrium geometry.

```
17
Properties=species:S:1:pos:R:3:forces:R:3
C -1.986 -0.436 0.449 4.24 3.11 0.23
C -0.248 0.570 0.404 -2.50 -4.11 -1.46
C -1.828 -1.681 -0.136 0.28 -1.41 -0.68
C 0.463 -1.147 -1.258 2.55 2.34 1.52
C 2.008 0.681 -0.721 -3.77 2.31 -1.80
N -0.539 -1.929 -0.891 -5.20 -0.74 2.23
N 0.714 0.018 -0.495 -0.93 -1.14 -0.35
N -2.860 0.198 1.284 -0.88 -0.43 -0.91
O -2.602 -2.649 -0.038 0.78 0.56 -0.37
O 1.280 -1.533 -2.078 0.50 -0.38 -1.12
S -0.291 1.819 1.382 0.49 2.55 1.67
H 1.741 1.654 -1.309 0.95 -1.17 1.41
H 2.536 0.813 0.164 0.69 0.64 1.65
H 2.532 0.095 -1.383 1.26 -1.45 -1.41
H -0.678 -2.845 -1.275 0.67 -0.08 -0.63
H -3.573 0.790 0.820 0.43 -0.87 0.38
H -2.355 0.788 1.952 0.44 0.28 -0.37
```
Positions in Å, forces in eV/Å.

The value obtained for the HOMO-LUMO gap (spin up / spin down) is 4.38 / 6.53 eV. The expectation value of S² is 2.013. The spin multiplicity is 3. The net charge is -1. The LUMO energy (spin up / spin down) comes out at 3.555 / 2.521 eV.

These are the Löwdin partial charges, in e, on atoms 1 to 8: number 1, C, carries -0.12; number 2, C, carries -0.77; number 3, C, carries -0.42; number 4, C, carries -0.56; number 5, C, carries -0.06; number 6, N, carries 0.16; number 7, N, carries -0.13; number 8, N, carries 0.03

=====

| no. | molar mass (g mol⁻¹) |
| --- | --- |
| 1 | 88.11 |
| 2 | 172.19 |